No. 1
A molecular structure, C4H12N2OSi. Source: OMol25; level of theory: wB97M-V/def2-TZVPD.

Values from the calculation:
- Electronic energy: -633.74265 Ha
- LUMO level: 0.031 hartree
- Frontier orbital gap: 10.272 eV
- Relative energy (zero: lowest compared OMol25 entry of this formula, charge and spin): 462.4 kJ/mol

Geometry as ORCA input:
```
! RIJCOSX wB97M-V def2-TZVPD def2/J DEFGRID3
* xyz 0 1
C 3.2853 0.3969 -0.0332
C -1.5821 -1.2983 -1.1605
C -1.2896 1.6855 -0.6624
C -1.1957 -0.6246 1.9392
N 1.0242 -0.0244 -0.1241
N 1.9362 0.7382 -0.4394
O 1.1674 -1.2504 0.3453
Si -0.8474 -0.1051 0.1559
H 3.8547 0.3300 -0.9686
H 3.5844 1.1898 0.5391
H 3.1194 -0.6040 0.4923
H -1.8566 -2.2421 -0.7498
H -2.1584 -0.7986 -1.8931
H -0.6032 -1.4988 -1.6748
H -0.5355 1.8469 -1.5067
H -2.3536 1.9137 -0.9552
H -1.2677 2.6474 -0.1100
H -1.2798 0.0786 2.7216
H -2.3076 -0.9012 1.9551
H -0.6943 -1.4794 2.1293
*
```

Mulliken atomic charge list, values in e, 4 entries: -0.66 -1.06 -1.16 -1.11

No. 2
8 unconnected molecules or ions with the total composition C41H90F3N8O11S. Source: OMol25; level of theory: wB97M-V/def2-TZVPD.

Values from the calculation:
- Electronic energy: -3579.43261 Ha
- LUMO level: 0.064 hartree
- Frontier orbital gap: 8.338 eV

Geometry as ORCA input:
```
! RIJCOSX wB97M-V def2-TZVPD def2/J DEFGRID3
* xyz -1 1
C 0.2988 -0.0585 1.8569
F -0.9086 -0.7319 1.8954
F 0.3962 0.7932 0.9103
F 0.4261 0.6343 3.0120
S 1.7402 -1.3564 1.7136
O 2.9751 -0.5838 1.9497
O 1.5791 -2.3862 2.7284
O 1.6157 -1.9315 0.3485
C 6.3795 -3.6454 -1.1499
C 6.0208 -5.0802 -0.7076
O 7.0524 -6.0609 -0.7770
O 6.4742 -3.7159 -2.5319
H 7.3489 -3.4703 -0.6834
H 5.6262 -2.9523 -0.7754
H 5.1211 -5.4935 -1.1636
H 5.8665 -4.9887 0.3675
H 6.5716 -6.8535 -1.0264
H 5.5815 -3.8173 -2.8701
C 6.0949 -3.8956 4.6548
O 6.9474 -4.3585 5.3414
N 6.1487 -2.8653 3.8867
N 4.8862 -4.3708 4.7095
H 6.9723 -2.3134 4.0794
H 5.3527 -2.5005 3.3834
H 4.7132 -5.1971 5.2640
H 4.1191 -3.7879 4.4065
C -0.4584 -6.8123 0.1710
O -1.0641 -7.7285 -0.2906
N -0.0201 -5.7829 -0.5348
N -0.1956 -6.5889 1.3801
H 0.4360 -4.9517 -0.1868
H -0.1481 -5.8791 -1.5320
H -0.6364 -7.2127 2.0409
H 0.1818 -5.6774 1.5967
C -2.5751 7.7641 -1.0281
C -2.0882 6.7630 0.0193
C -0.6554 7.1890 0.4389
C -0.1652 6.6552 1.7667
C -1.2090 6.7403 2.8630
C -2.6731 6.4510 2.5262
N -2.9873 6.9765 1.1634
O -4.3493 6.8599 0.8263
C -3.0202 4.9451 2.6403
C -3.5629 7.2039 3.5555
C -2.1656 5.3376 -0.5080
H -2.0181 7.7499 -1.9649
H -2.6992 8.8055 -0.7311
H -3.5252 7.3206 -1.3256
H 0.1336 6.8029 -0.2063
H -0.5879 8.2768 0.4300
H 0.8410 6.8888 2.1145
H 0.0065 5.6136 1.4949
H -1.1809 7.6551 3.4551
H -0.8993 5.8907 3.4716
H -3.1079 4.7789 3.7140
H -4.0384 4.8604 2.2607
H -2.2891 4.2758 2.1867
H -3.0789 7.2661 4.5302
H -3.6753 8.2657 3.3361
H -4.5541 6.7918 3.7452
H -1.6950 5.3862 -1.4900
H -3.1894 5.1309 -0.8199
H -1.7588 4.5051 0.0661
H -4.4811 5.9154 0.9371
C -3.8516 0.1067 7.8775
C -4.9289 -0.8205 8.4240
C -6.2543 -0.3704 7.6097
C -6.2020 -1.0896 6.2871
C -6.2156 -2.5518 6.5889
C -4.9607 -3.1038 7.1369
N -4.6501 -2.3019 8.3421
O -3.6504 -2.8067 9.1116
C -5.2147 -4.6242 7.5794
C -3.8915 -3.0567 6.1144
C -5.2337 -0.3807 9.8342
H -2.9964 -0.1679 8.4949
H -4.1187 1.1568 7.9962
H -3.5607 -0.1097 6.8495
H -7.1213 -0.6920 8.1867
H -6.2279 0.6854 7.3402
H -5.3433 -0.7126 5.7316
H -7.1195 -0.9174 5.7242
H -6.3926 -2.9730 5.5993
H -7.0282 -2.9593 7.1904
H -4.4867 -4.9557 8.3198
H -6.1855 -4.9218 7.9757
H -5.1566 -5.1965 6.6536
H -3.6919 -2.1260 5.5833
H -2.9299 -3.1945 6.6086
H -3.8381 -3.7434 5.2696
H -5.9465 -1.0900 10.2548
H -5.6180 0.6391 9.8546
H -4.3391 -0.4728 10.4501
H -4.2127 -2.9381 9.8785
C 1.0793 -6.8462 -4.8085
C 0.1645 -5.9081 -5.6357
C -1.2510 -6.5896 -5.7910
C -2.4595 -5.7223 -6.1785
C -2.4367 -4.4321 -5.3087
C -1.0684 -3.6359 -5.2309
N -0.0253 -4.6110 -4.8778
O 1.1765 -3.9926 -4.6078
C -0.8535 -2.8729 -6.5250
C -1.1225 -2.6035 -4.0902
C 0.8053 -5.7356 -7.0826
H 2.0948 -6.4512 -4.8385
H 1.1280 -7.7710 -5.3835
H 0.8558 -6.9223 -3.7444
H -1.1898 -7.3341 -6.5848
H -1.4347 -7.3120 -4.9957
H -3.4084 -6.2066 -5.9482
H -2.4320 -5.4564 -7.2353
H -2.8895 -4.5442 -4.3236
H -3.1754 -3.7569 -5.7405
H -0.9243 -3.4209 -7.4646
H -1.7487 -2.2613 -6.6374
H 0.0787 -2.3180 -6.6302
H -1.1370 -3.0494 -3.0957
H -0.2861 -1.9245 -3.9247
H -2.0386 -2.0211 -3.9921
H 1.2971 -6.6384 -7.4449
H 1.5169 -4.9232 -6.9353
H 0.1385 -5.3108 -7.8329
H 1.1034 -3.8938 -3.6557
C 3.7713 4.0115 -2.6468
C 4.4300 3.4913 -4.0096
C 3.3041 2.8952 -4.9647
C 2.4267 3.8820 -5.6889
C 3.3383 4.8934 -6.3908
C 4.3391 5.6382 -5.5056
N 5.1141 4.5517 -4.8038
O 6.3011 5.0217 -4.2414
C 5.2098 6.3382 -6.5484
C 3.5850 6.6784 -4.6503
C 5.4483 2.3780 -3.6870
H 2.8870 4.6153 -2.8509
H 4.3572 4.6693 -2.0049
H 3.3391 3.1960 -2.0668
H 3.5901 2.0455 -5.5845
H 2.5716 2.4179 -4.3138
H 1.5680 4.2693 -5.1405
H 1.7914 3.2826 -6.3409
H 2.6354 5.6205 -6.7974
H 3.8296 4.2843 -7.1495
H 4.6420 7.1137 -7.0625
H 6.0678 6.7786 -6.0405
H 5.6014 5.6968 -7.3379
H 4.2250 7.2765 -4.0017
H 3.0442 7.4421 -5.2093
H 2.9669 6.2065 -3.8865
H 5.0719 1.7709 -2.8636
H 6.3808 2.8369 -3.3584
H 5.7572 1.8261 -4.5747
H 5.9697 5.5825 -3.5362
*
```

Mulliken atomic charge list, values in e, 4 entries: 0.53 -0.24 -0.19 -0.23

No. 3
A single HN3O molecule. Source: OMol25; level of theory: wB97M-V/def2-TZVPD.

Values from the calculation:
- Electronic energy: -239.90164 Ha
- LUMO level (alpha / beta): -0.019 / -0.018 hartree
- Frontier orbital gap (alpha / beta): 7.983 / 7.984 eV
- Relative energy (zero: lowest compared OMol25 entry of this formula, charge and spin): 382.0 kJ/mol

Geometry as ORCA input:
```
! RIJCOSX wB97M-V def2-TZVPD def2/J DEFGRID3
* xyz 0 1
N 0.7102 0.2743 0.0572
N 1.8205 0.3965 0.3811
N -0.4693 -0.1165 -0.1542
O -1.4786 0.2320 -0.7942
H -0.5828 -0.7863 0.5101
*
```

Mulliken atomic charge list, values in e, 4 entries: 0.62 -0.45 0.23 -0.63

No. 4
2 unconnected molecules or ions with the total composition C4H10NO3. Source: OMol25; level of theory: wB97M-V/def2-TZVPD.

Values from the calculation:
- Electronic energy: -438.93977 Ha
- LUMO level: 0.139 hartree
- Frontier orbital gap: 8.245 eV
- Relative energy (zero: lowest compared OMol25 entry of this formula, charge and spin): 119.4 kJ/mol

Geometry as ORCA input:
```
! RIJCOSX wB97M-V def2-TZVPD def2/J DEFGRID3
* xyz -1 1
C 1.5579 1.2156 -0.8612
N 1.4920 -0.2285 -0.6963
C 2.6691 -0.7173 0.0016
C 0.2849 -0.5773 0.0625
C -1.0370 0.0228 -0.5520
O -1.3245 -0.3631 -1.6976
O -1.6746 0.7957 0.2078
H 1.3061 1.7381 0.0626
H 0.7899 1.4717 -1.5793
H 2.5160 1.4417 -1.3246
H 3.0230 -0.0289 0.7808
H 3.4832 -0.8661 -0.7157
H 2.4936 -1.7044 0.4239
H 0.1163 -1.6262 -0.0110
H 0.3414 -0.2097 1.0988
H -2.3367 -1.0788 2.3283
H -2.1908 0.3685 1.9279
O -2.3498 -0.1939 2.7175
*
```

Mulliken atomic charge list, values in e, 4 entries: -1.07 -0.10 -0.96 -0.54